{
  "formula": "C21H52IInPS",
  "method": "wB97M-V/def2-TZVPD",
  "species": ["C", "C", "C", "I", "In", "P", "S", "H", "H", "H", "H", "H", "H", "H", "H", "H", "H", "C", "C", "C", "C", "C", "C", "H", "H", "H", "H", "H", "H", "H", "H", "H", "H", "H", "H", "H", "H", "C", "C", "C", "C", "C", "C", "H", "H", "H", "H", "H", "H", "H", "H", "H", "H", "H", "H", "H", "H", "C", "C", "C", "C", "C", "C", "H", "H", "H", "H", "H", "H", "H", "H", "H", "H", "H", "H", "H", "H"],
  "xyz": [[-1.23335, -2.92088, 3.67365], [-0.59156, -1.52637, 3.63323], [-1.39791, -0.45936, 2.90316], [-3.17126, 0.02210, 4.05604], [-0.24664, 1.37337, 2.35178], [-0.25076, 3.00538, 4.33564], [0.24257, 4.88198, 3.84961], [-2.32018, -2.84323, 3.59944], [-0.88714, -3.54209, 2.84453], [-1.00853, -3.45430, 4.59935], [0.37640, -1.58695, 3.12239], [-0.36737, -1.18296, 4.64612], [-1.83397, -0.89680, 2.00156], [-0.93752, 2.13454, 0.95052], [1.41486, 0.84897, 2.11106], [0.59254, 2.51210, 5.35745], [-1.44388, 2.94985, 5.08654], [0.35361, -1.58393, -0.35163], [-0.54923, -1.55328, -1.57864], [-0.18756, -2.58849, -2.64147], [1.20706, -2.42430, -3.24776], [1.47302, -1.05453, -3.87076], [0.52499, -0.71153, -5.01440], [1.38642, -1.32619, -0.59083], [0.00771, -0.86835, 0.39344], [0.35062, -2.57681, 0.10765], [-0.54308, -0.54880, -2.01106], [-1.58177, -1.73084, -1.26531], [-0.93856, -2.55880, -3.43772], [-0.26044, -3.58857, -2.19973], [1.34972, -3.19710, -4.01120], [1.96140, -2.61378, -2.47915], [2.50357, -1.03113, -4.23567], [1.40977, -0.28101, -3.10105], [0.57648, -1.46610, -5.80378], [0.77271, 0.25424, -5.45703], [-0.51040, -0.65867, -4.67432], [6.90994, 6.81830, 2.34176], [6.51818, 5.99334, 1.12091], [5.22456, 6.46426, 0.45742], [3.98772, 6.41252, 1.35781], [3.68544, 5.04336, 1.96375], [3.41820, 3.96081, 0.92445], [6.15404, 6.75276, 3.12531], [7.85536, 6.47617, 2.76649], [7.02288, 7.87331, 2.07867], [6.41964, 4.94338, 1.40954], [7.32637, 6.03082, 0.38421], [5.04857, 5.85962, -0.43663], [5.36235, 7.49299, 0.10510], [3.12084, 6.73430, 0.77183], [4.08921, 7.14465, 2.16429], [2.80683, 5.13029, 2.60480], [4.50938, 4.73309, 2.61540], [2.58032, 4.24465, 0.28308], [3.15021, 3.01767, 1.40182], [4.28588, 3.77893, 0.28432], [-4.15772, -2.76464, 0.33716], [-3.97775, -4.17948, -0.20030], [-3.58612, -4.22943, -1.67707], [-4.59652, -3.59075, -2.63145], [-6.00937, -4.16660, -2.54836], [-6.08071, -5.65435, -2.87409], [-4.96670, -2.23681, -0.17124], [-4.38949, -2.76994, 1.40274], [-3.24745, -2.17639, 0.20439], [-4.89657, -4.75223, -0.03847], [-3.20227, -4.68817, 0.37896], [-3.41302, -5.27048, -1.96585], [-2.62569, -3.72050, -1.80376], [-4.22639, -3.70416, -3.65612], [-4.64139, -2.51446, -2.44582], [-6.65301, -3.61428, -3.23845], [-6.42060, -3.99243, -1.55003], [-5.68435, -5.85316, -3.87297], [-7.10874, -6.01873, -2.84371], [-5.50094, -6.24803, -2.16554]],
  "lowdin_charge": [-0.14, -0.45, -0.89, 0.66, 0.18, 0.06, -0.13, 0.03, 0.06, 0.06, 0.08, 0.08, -0.03, -0.11, -0.10, -0.12, -0.13, -0.09, -0.25, -0.24, -0.23, -0.27, -0.12, 0.07, 0.02, 0.08, 0.11, 0.08, 0.10, 0.10, 0.11, 0.10, 0.10, 0.10, 0.07, 0.07, 0.06, -0.12, -0.28, -0.24, -0.23, -0.27, -0.10, 0.07, 0.06, 0.07, 0.10, 0.10, 0.10, 0.10, 0.11, 0.10, 0.04, 0.10, 0.08, 0.05, 0.06, -0.10, -0.26, -0.22, -0.23, -0.27, -0.12, 0.07, 0.07, 0.06, 0.10, 0.10, 0.10, 0.08, 0.11, 0.10, 0.10, 0.10, 0.07, 0.07, 0.06],
  "gap_ev": 6.9,
  "total_charge": -1,
  "homo_energy_ev": -4.4,
  "spin_multiplicity": 1
}

{
  "formula": "C28H39As2CaN6O10SSbSe4",
  "method": "wB97M-V/def2-TZVPD",
  "species": ["Ca", "Se", "Sb", "Se", "Se", "Se", "N", "C", "C", "C", "C", "N", "H", "H", "H", "H", "H", "H", "H", "H", "H", "H", "H", "H", "N", "C", "C", "C", "C", "C", "C", "S", "O", "O", "N", "C", "N", "C", "C", "C", "N", "H", "H", "H", "H", "H", "H", "H", "H", "H", "C", "O", "C", "O", "C", "C", "As", "C", "C", "C", "As", "C", "C", "O", "O", "C", "C", "O", "O", "C", "C", "O", "O", "C", "H", "H", "H", "H", "H", "H", "H", "H", "H", "H", "H", "H", "H", "H", "H", "H", "H", "H"],
  "xyz": [[0.12342, -0.08001, 0.03232], [-4.23020, 1.19637, 3.83285], [-2.43883, 1.73559, 2.31810], [-0.56019, 0.09067, 2.54248], [-3.16928, 3.01633, 0.37155], [-1.15268, 3.81079, 3.09881], [0.42693, -0.11318, -2.37354], [0.06546, 0.85217, -3.43182], [-0.94086, 1.89159, -2.92680], [-0.30867, 3.19825, -2.42722], [0.75394, 3.06500, -1.34106], [0.21436, 2.46662, -0.09679], [1.33831, -0.52279, -2.58083], [-0.22704, -0.89367, -2.35800], [-0.32290, 0.34251, -4.31590], [0.99275, 1.34293, -3.73848], [-1.53523, 1.46326, -2.11034], [-1.65444, 2.13148, -3.72154], [-1.10889, 3.83836, -2.04626], [0.15931, 3.71786, -3.27267], [1.15433, 4.06488, -1.15134], [1.58255, 2.44994, -1.69325], [-0.70495, 2.88196, 0.08604], [0.78438, 2.72885, 0.70347], [-5.75210, -3.44108, -4.66137], [-4.90845, -3.04321, -3.60743], [-4.42926, -1.74039, -3.54471], [-3.63233, -1.33377, -2.48313], [-3.31035, -2.23304, -1.47289], [-3.80629, -3.53310, -1.51476], [-4.59292, -3.93286, -2.58101], [-2.30768, -1.67736, -0.13746], [-2.93644, -2.15779, 1.05004], [-2.16114, -0.22566, -0.39160], [-0.81390, -2.13698, -0.43820], [-0.36918, -3.45056, -0.35208], [0.93772, -3.55630, -0.63270], [1.48663, -4.75311, -0.52885], [0.74973, -5.87983, -0.17718], [-0.59937, -5.66410, 0.03621], [-1.17894, -4.46773, -0.04620], [-5.65744, -2.89761, -5.50380], [-5.75511, -4.43105, -4.84683], [-4.69189, -1.03313, -4.32546], [-3.27552, -0.31486, -2.41694], [-3.56491, -4.21852, -0.71126], [-4.97871, -4.94734, -2.61517], [2.55497, -4.79625, -0.72816], [1.19984, -6.85863, -0.08617], [-1.25559, -6.49225, 0.28682], [3.70317, -4.42652, 2.58207], [3.98974, -3.65921, 1.41150], [3.29653, -2.49154, 1.32382], [2.50062, -2.15915, 2.18531], [3.52826, -1.77640, 0.08052], [4.31488, -2.27728, -1.00222], [6.11747, -2.05913, -0.38509], [7.29836, -2.22357, -1.95015], [6.03041, -0.02534, -0.47028], [4.94341, 0.73225, -0.31596], [3.05696, 0.11253, -0.00085], [3.21350, 0.63477, 1.89835], [5.14285, 2.23637, -0.26285], [6.18613, 2.79140, -0.02303], [3.99417, 2.88296, -0.49153], [4.00986, 4.31480, -0.44747], [7.41007, 0.57034, -0.68209], [7.82185, 0.90001, -1.75924], [8.27066, 0.47314, 0.35583], [7.73212, 0.32962, 1.68220], [4.00099, -1.87729, -2.36393], [3.29182, -0.95021, -2.71354], [4.58759, -2.59129, -3.37758], [4.88711, -3.97041, -3.17020], [4.06836, -5.43164, 2.37838], [2.63839, -4.44372, 2.79375], [4.21934, -4.01490, 3.44963], [7.48975, -3.28477, -2.10382], [8.23767, -1.72679, -1.71122], [6.87502, -1.78152, -2.84822], [4.11488, 0.20109, 2.32982], [2.33848, 0.31114, 2.45013], [3.27254, 1.72443, 1.91799], [3.27644, 4.61831, 0.29640], [3.70582, 4.67611, -1.42682], [4.99276, 4.69385, -0.19375], [8.59694, 0.21277, 2.32990], [7.09712, -0.54863, 1.77052], [7.17585, 1.22256, 1.95267], [5.56182, -4.25678, -3.97481], [3.96919, -4.55700, -3.23459], [5.35332, -4.16510, -2.21056]],
  "lowdin_charge": [0.85, -0.28, -0.30, -0.04, -0.11, -0.09, -0.07, -0.24, -0.20, -0.21, -0.28, -0.08, 0.03, 0.05, 0.10, 0.11, 0.07, 0.10, 0.09, 0.11, 0.10, 0.08, -0.09, 0.04, 0.07, -0.33, -0.04, -0.04, -0.27, -0.06, -0.04, 0.54, -0.28, -0.55, -0.25, -0.43, 0.14, -0.13, -0.07, -0.14, 0.13, 0.07, 0.07, 0.11, 0.10, 0.10, 0.10, 0.10, 0.09, 0.10, -0.07, -0.12, -0.59, 0.03, -0.39, -0.42, 1.31, -0.31, -0.26, -0.24, 1.27, -0.28, -0.50, 0.10, -0.09, -0.03, -0.58, 0.11, -0.05, -0.06, -0.55, 0.01, -0.08, -0.10, 0.08, 0.09, 0.09, 0.01, 0.02, 0.04, 0.03, -0.04, 0.03, 0.09, 0.09, 0.08, 0.09, 0.05, 0.09, 0.09, 0.09, 0.05],
  "gap_ev": [5.7, 5.7],
  "relative_energy_kcal_mol": 28.8,
  "total_charge": -2,
  "homo_energy_ev": [-2.0, -2.0],
  "spin_multiplicity": 1
}

{
  "formula": "C5H15Br2N4O2P",
  "method": "wB97M-V/def2-TZVPD",
  "species": ["C", "C", "Br", "C", "P", "Br", "H", "H", "H", "H", "H", "H", "H", "C", "O", "N", "N", "H", "H", "H", "H", "C", "O", "N", "N", "H", "H", "H", "H"],
  "xyz": [[2.82030, 0.59272, -1.91291], [2.99406, 0.42621, -0.39694], [1.42557, -0.46342, 0.34083], [3.39735, 1.75880, 0.29189], [5.17568, 1.84111, 0.83413], [2.36788, 2.33667, 1.82393], [3.32381, -0.20931, -2.45062], [3.26521, 1.53248, -2.24680], [1.77364, 0.60581, -2.20566], [3.78570, -0.29266, -0.20733], [3.26693, 2.57106, -0.42087], [5.67903, 0.99202, -0.17770], [5.05710, 0.83618, 1.81415], [-2.56182, -2.29979, 2.30502], [-3.64864, -2.13655, 2.82322], [-1.93285, -3.51318, 2.26532], [-1.87575, -1.26873, 1.70933], [-1.03427, -3.65826, 1.84670], [-2.40690, -4.28669, 2.69094], [-2.30149, -0.36258, 1.74172], [-0.98028, -1.37004, 1.27086], [-3.50999, 0.89067, -1.97555], [-3.66188, 1.11461, -3.16201], [-3.75572, 1.83822, -1.01603], [-3.08144, -0.32070, -1.50449], [-3.65898, 1.67204, -0.03345], [-4.07567, 2.73366, -1.33129], [-2.90275, -1.03463, -2.18415], [-2.94383, -0.52573, -0.53224]],
  "lowdin_charge": [-0.14, -0.83, 0.66, -1.07, 0.77, 0.59, 0.08, 0.07, 0.06, 0.04, 0.03, -0.10, -0.09, -0.68, 0.03, 0.15, 0.14, 0.09, 0.10, 0.09, 0.01, -0.69, 0.02, 0.15, 0.15, 0.09, 0.10, 0.10, 0.06],
  "gap_ev": 10.0,
  "total_charge": 0,
  "homo_energy_ev": -9.9,
  "spin_multiplicity": 1
}

Number 1: largest force on an atom 0.28 eV/A, molecular weight 609.41 g mol⁻¹. Number 2: largest force on an atom 2.00 eV/A, molecular weight 1279.24 g mol⁻¹. Number 3: largest force on an atom 0.32 eV/A, molecular weight 353.98 g mol⁻¹.